Density functional theory data (ωB97M-V/def2-TZVPD) for a 11-piece molecular cluster, C25H60F12N11O27S12 overall.

Results
Frontier orbital gap (eV): 4.96
Maximum force (eV Å⁻¹): 11.83

Structure (ORCA input):
```
! wB97M-V def2-TZVPD RIJCOSX def2/J DEFGRID3
* xyz -1 1
C -30.22880 13.57192 -5.83929
C -30.52096 15.13595 -5.84592
O -30.54701 15.81929 -4.85250
N -30.93213 15.85036 -7.13820
H -30.87343 15.16315 -7.87603
H -31.88044 16.18099 -7.03096
C -29.93720 16.98533 -7.33414
H -30.89387 13.11450 -6.57179
H -30.45855 13.02178 -4.92679
H -29.20961 13.29049 -6.10418
H -29.89625 17.68324 -6.49788
H -30.23085 17.50269 -8.24749
H -28.93553 16.63465 -7.58272
C -11.46500 7.72006 -25.19833
C -12.09815 7.29761 -23.77222
O -11.86632 6.20949 -23.27073
N -13.39575 7.99854 -23.31711
H -13.29936 8.93733 -23.67694
H -14.21536 7.59709 -23.74976
C -13.71039 8.13201 -21.84737
H -11.89040 8.59642 -25.68733
H -11.44978 6.79594 -25.77614
H -10.41662 7.98441 -25.05994
H -14.47232 7.41524 -21.54113
H -14.22528 9.08806 -21.75276
H -12.90756 7.92700 -21.13917
C -17.08728 12.38883 -8.11656
C -17.71110 11.02927 -8.36578
O -18.58028 10.65283 -7.61467
N -17.23146 10.10859 -9.51901
H -17.91149 9.91291 -10.23967
H -16.52918 10.58457 -10.06705
C -16.33534 8.88497 -9.03059
H -17.61185 13.08450 -8.77151
H -16.03057 12.50957 -8.35511
H -17.27404 12.52333 -7.05113
H -15.56330 9.20275 -8.32981
H -16.10061 8.34786 -9.94956
H -17.15864 8.30470 -8.61401
C -19.46253 23.63132 -17.62789
C -19.67459 24.23881 -16.17716
C -18.60324 25.35953 -15.87027
N -18.85299 26.09461 -14.49222
C -17.71965 27.12291 -14.30878
C -20.19897 26.80241 -14.43816
C -20.57056 26.85068 -13.00313
C -19.74574 25.76556 -12.27989
C -18.86609 25.06629 -13.29325
H -19.43357 24.46803 -18.32587
H -20.24052 22.91943 -17.90361
H -18.56177 23.04160 -17.79806
H -19.55258 23.32499 -15.59566
H -20.69300 24.62454 -16.13074
H -18.70155 26.29618 -16.41903
H -17.55594 25.07533 -15.97269
H -17.77472 27.42031 -13.26158
H -17.82487 27.72940 -15.20833
H -16.85531 26.46511 -14.39984
H -20.02757 27.74173 -14.96388
H -20.93876 26.29047 -15.05357
H -20.42226 27.79521 -12.47972
H -21.64107 26.65877 -12.93054
H -19.15258 26.29081 -11.53130
H -20.40946 24.99757 -11.88270
H -17.83342 24.82926 -13.03727
H -19.36716 24.13907 -13.57126
C -22.06995 15.76979 -12.61026
C -22.06384 15.08527 -13.94406
C -20.68704 14.58328 -14.38512
N -20.67140 14.20457 -15.92279
C -21.78008 13.24050 -16.47446
C -19.34688 13.47979 -16.16015
C -18.96346 13.81316 -17.62237
C -19.68703 15.16559 -17.99322
C -20.59086 15.49018 -16.77193
H -21.55667 15.30517 -11.76837
H -23.13056 15.67994 -12.37547
H -21.75909 16.80590 -12.47635
H -22.44262 15.87552 -14.59223
H -22.51039 14.09212 -13.89565
H -20.40624 13.66961 -13.86124
H -19.90620 15.32023 -14.19722
H -21.58670 12.22165 -16.13882
H -21.57234 13.22722 -17.54439
H -22.82725 13.50987 -16.33671
H -19.36286 12.43493 -15.85012
H -18.61915 14.09024 -15.62549
H -19.00980 12.95783 -18.29644
H -17.88824 13.97237 -17.70384
H -20.24000 15.16359 -18.93254
H -18.92238 15.91909 -18.18204
H -21.59413 15.83654 -17.02006
H -20.24977 16.27320 -16.09470
N -31.07960 12.29257 -10.68304
S -29.79848 11.35756 -11.24514
O -29.87547 10.73420 -12.57173
O -28.95243 10.69591 -10.26644
F -28.84676 12.62352 -11.56496
S -32.16618 11.33376 -11.12863
O -32.00017 9.99979 -10.57378
O -32.68880 11.54172 -12.41845
F -33.36195 11.95713 -10.17096
N -29.57755 16.62101 -21.30404
S -29.50070 16.97812 -22.76748
O -29.58026 15.84370 -23.66108
O -28.83488 18.16443 -23.29786
F -31.03199 17.48927 -22.79827
S -27.92202 16.37660 -21.16103
O -27.12943 17.59687 -20.90895
O -27.33357 15.17525 -21.86359
F -27.95968 15.79510 -19.63548
N -21.79244 20.76607 -4.06321
S -21.57343 19.29095 -4.09820
O -20.99450 18.53574 -5.22577
O -22.40763 18.48825 -3.21566
F -20.16439 19.37700 -3.24411
S -23.20090 20.60623 -5.07199
O -24.29305 19.76866 -4.58836
O -22.90150 20.52589 -6.45877
F -23.66035 22.13149 -5.06095
N -13.68221 12.39261 -12.57791
S -12.48620 11.71549 -13.23657
O -11.33507 11.59774 -12.40680
O -12.40854 11.54388 -14.67455
F -13.03006 10.25200 -12.80400
S -12.95943 13.88174 -12.83902
O -12.71133 14.45262 -14.19891
O -12.05120 14.29582 -11.75691
F -14.33219 14.67882 -12.41307
N -14.17610 12.99984 -24.16198
S -13.48057 14.20039 -23.63784
O -14.21229 14.99194 -22.66995
O -12.51722 14.86165 -24.53800
F -12.41806 13.43454 -22.66593
S -15.53918 13.72131 -24.91947
O -15.20923 14.97353 -25.62144
O -16.82381 13.63521 -24.23027
F -15.76206 12.71881 -26.12480
N -20.53278 7.55672 -13.32082
S -22.05157 7.10578 -12.69610
O -22.16875 6.52456 -11.34698
O -23.12806 6.83212 -13.69412
F -22.28588 8.66033 -12.32890
S -20.42390 6.33831 -14.08493
O -20.89330 6.27154 -15.40554
O -20.41651 5.06987 -13.33481
F -18.81937 6.61597 -14.38656
*
```